[1]
Molecular formula: C3H13NO3
Method: DFT, wB97M-V/def2-TZVPD

Geometry as XYZ:
```
20
Properties=species:S:1:pos:R:3:forces:R:3
O -2.3460 1.8345 -3.0306 -0.12 0.08 0.07
C 1.1633 -1.6746 0.5644 -0.60 -1.35 -1.45
H 0.1887 2.9412 -0.6673 0.47 0.24 -0.14
H -0.9942 -0.3227 2.5560 0.21 0.51 -0.43
H 0.9368 -1.1357 4.2131 -0.39 0.08 0.35
H 1.2938 -2.6895 0.9539 0.57 0.30 1.07
C 1.0430 -0.5496 3.3085 0.37 -0.49 -0.37
H 1.1322 0.4956 3.5813 0.10 0.15 -0.23
H -2.7894 1.5898 -3.8495 0.17 -0.06 0.10
H -1.6438 1.1890 -2.8860 0.09 -0.08 -0.10
O -0.1734 -0.6029 -2.2419 -0.42 -0.34 0.15
H 1.9717 -0.9458 2.8901 0.11 0.46 -0.05
C -0.0873 -0.8857 2.3344 -1.29 -1.52 0.74
H -0.4159 -1.9010 2.6013 0.18 -0.23 -0.11
O 0.6878 2.1156 -0.7287 -0.88 0.24 0.19
H -0.0509 1.5045 -0.5951 0.46 -0.46 -0.02
H -0.7660 -1.2767 -2.5962 0.07 0.07 -0.26
H -0.1726 -0.8368 -1.3015 0.13 0.40 0.11
N 0.2727 -0.8687 0.9268 0.92 1.84 0.58
H 1.6524 -1.5528 -0.3995 -0.15 0.18 -0.20
```
Positions in Å, forces in eV/Å.

strongest force on any atom = 2.13 eV/Å
electronic energy = -10953.109 eV
HOMO = -0.35834 hartree
structure (SMILES) = C=NCC.O.O.O

=====

[2]
Molecular formula: C23H22BF4N5O3OsS
Method: DFT, wB97M-V/def2-TZVPD

Geometry as XYZ:
```
60
Properties=species:S:1:pos:R:3:forces:R:3
C -3.9736 -4.0359 -1.2127 0.00 0.00 0.00
H 3.8693 -4.6175 1.4889 0.00 0.00 0.00
C 1.0684 3.4708 0.9189 0.01 0.03 0.01
C -4.5826 -1.7088 -1.2032 0.00 0.00 0.00
C 1.6070 -1.6396 2.8414 -0.01 -0.03 0.06
O -0.2456 -0.8599 -1.3308 0.00 0.03 -0.01
F -2.0468 4.2097 -0.1078 0.02 0.00 0.03
C 1.6012 4.5670 0.2514 -0.01 0.01 0.03
H -4.2448 -5.0762 -1.3358 0.00 0.00 0.00
Os 0.3031 0.5726 0.4476 0.04 -0.07 0.01
H 0.9786 -0.8301 3.1849 0.00 0.00 0.00
F -1.3241 1.4891 0.3962 -0.05 0.04 0.02
H -3.0142 -0.3125 -0.7810 0.01 0.01 0.00
C -2.6632 -3.7060 -0.9101 -0.01 0.00 0.00
H 1.2713 1.4153 -2.5391 -0.01 0.01 0.01
H -1.9062 -4.4692 -0.7964 0.00 0.00 0.00
N 3.1182 0.8296 -1.7304 0.00 0.00 0.00
C 2.1918 1.8652 -2.1590 0.04 0.00 -0.01
N 3.2791 -2.3677 -0.2497 -0.01 0.04 0.00
S -0.7101 -1.9266 -0.3902 -0.01 0.02 0.01
C -3.2861 -1.3535 -0.9028 -0.01 0.00 0.01
C 3.2681 -3.7873 1.8325 0.00 0.01 -0.03
H -7.0308 -3.0958 -0.8810 0.00 0.00 0.00
C 0.4372 4.8837 2.7004 0.00 -0.01 -0.01
H -5.3323 -0.9364 -1.3186 0.00 0.00 0.00
H -0.0250 5.0408 3.6649 0.00 0.00 0.00
H 3.4863 -1.1048 -2.5002 0.00 -0.01 0.00
C 0.9834 5.9835 2.0214 0.00 0.00 -0.01
B -2.0887 3.3167 -1.0695 0.00 -0.02 -0.08
F -3.1825 2.6450 -1.3406 0.00 -0.02 0.01
C 2.6839 -1.2197 -0.5472 0.01 -0.05 -0.04
O -0.7140 -1.1611 0.9407 0.00 -0.01 -0.01
C -4.9465 -3.0511 -1.3629 0.00 0.00 0.00
C 2.7664 -0.5555 -1.8883 0.02 0.00 0.00
C 2.7191 -3.7750 3.1318 0.00 0.00 0.01
H 2.9253 -4.6118 3.7869 0.00 0.00 0.00
H 2.5233 4.5999 -1.6888 -0.01 0.00 -0.01
F -1.0147 3.1515 -1.8423 0.04 -0.01 0.04
H 0.0211 2.7749 2.6857 0.00 0.00 -0.01
H 1.9878 6.6989 0.2545 0.00 0.00 0.00
H 1.7851 -0.6806 -2.3558 0.00 0.00 0.00
C -6.3659 -3.4085 -1.6875 0.00 0.00 0.00
H 1.5151 -2.7804 4.6267 0.00 0.00 0.00
C 2.1527 -1.6310 1.5239 0.00 0.05 -0.05
H 3.8203 -2.9191 -0.9016 0.00 0.00 0.00
H -6.6927 -2.8969 -2.5934 0.00 0.00 0.00
C 2.9724 -2.7087 1.0594 0.02 -0.04 0.01
H 2.6082 2.4682 -2.9681 -0.01 0.01 -0.01
O 0.1512 -3.0757 -0.3307 0.01 0.00 0.00
C 1.5741 5.8499 0.7809 0.02 -0.01 0.02
N 1.2400 2.3408 0.1016 -0.07 0.03 0.02
C 0.4661 3.6127 2.1633 0.02 0.00 0.02
H 0.9331 6.9611 2.4799 0.00 0.00 0.00
N 2.0879 4.0636 -0.9542 -0.06 0.01 -0.03
H 4.0802 1.0281 -1.9514 0.00 0.00 0.01
H -6.4862 -4.4794 -1.8341 0.00 0.00 0.00
C 1.8362 2.7580 -1.0112 0.06 -0.05 -0.04
C -2.3371 -2.3658 -0.7586 0.01 -0.01 -0.01
C 1.9025 -2.7130 3.6200 -0.02 0.04 -0.01
N 1.9985 -0.7359 0.5310 -0.02 0.00 0.02
```
Positions in Å, forces in eV/Å.

net charge = +2
strongest force on any atom = 0.08 eV/Å
electronic energy = -62640.400 eV
<S²> = 6.031
HOMO (spin up / spin down) = -0.51039 / -0.51253 hartree
spin multiplicity = 5

=====

[3]
Molecular formula: C3H10N2
Method: DFT, wB97M-V/def2-TZVPD

Geometry as XYZ:
```
15
Properties=species:S:1:pos:R:3:forces:R:3
N -0.3574 1.9553 -0.7912 -0.27 0.02 0.55
H 0.0021 1.6338 -2.8425 0.03 -0.41 0.12
C -0.0387 -3.1411 1.1179 0.43 -0.03 0.33
C 0.1797 3.2854 -0.8490 -0.63 -0.37 0.39
H 0.1359 -4.0066 1.7865 0.05 0.03 -0.38
H 1.0268 3.2782 -1.5500 0.57 0.40 0.24
H 0.4087 3.5717 0.2044 0.46 0.13 -0.63
H 0.8309 -1.8755 2.4155 -0.14 0.27 0.03
C -0.2207 1.1923 -1.8549 0.07 0.39 -0.25
H -0.4152 0.1269 -1.7405 -0.09 0.07 -0.29
H -0.5054 4.0793 -1.1992 -0.14 -0.20 -0.14
H -0.8065 -1.8247 2.4891 0.12 0.08 0.02
N -0.0153 -1.8708 1.8557 -0.25 -0.44 -0.07
H 0.7513 -3.0779 0.3626 -0.13 -0.28 0.06
H -0.9763 -3.3264 0.5955 -0.08 0.32 0.04
```
Positions in Å, forces in eV/Å.

net charge = -1
strongest force on any atom = 0.83 eV/Å
electronic energy = -6250.319 eV
<S²> = 0.753
HOMO (spin up / spin down) = 0.04700 / -0.12236 hartree
spin multiplicity = 2